Entry 1:
Molecular formula: C2H9BORb
Method: DFT, wB97M-V/def2-TZVPD

```
14
Properties=species:S:1:pos:R:3:forces:R:3:mulliken_charge:R:1
Rb -0.9100 -0.5124 1.4301 0.083 0.539 -0.536 0.820
B -3.2461 -1.4261 -0.6807 -0.049 0.406 0.041 0.262
H -2.6991 -0.7113 -1.4987 0.248 -0.069 -0.235 -0.210
H -2.5613 -2.3736 -0.3558 0.346 -0.412 0.034 -0.303
H -3.3856 -0.7203 0.3007 -0.241 0.235 0.538 -0.377
H -4.3383 -1.7702 -1.0746 -0.154 -0.162 -0.054 -0.229
C 2.4124 0.2255 0.2077 -0.717 -0.595 -0.333 -0.854
C 1.8808 1.6710 0.2995 0.622 0.448 -0.124 -0.172
O 0.7219 1.8509 0.9575 -0.333 -0.778 0.318 -0.886
H 1.6213 -0.4219 -0.2101 0.000 0.136 -0.005 0.136
H 2.6700 -0.2252 1.1729 0.195 0.255 0.070 0.220
H 3.2349 0.1231 -0.5075 0.254 0.108 0.226 0.313
H 1.8592 2.0257 -0.7633 -0.147 -0.058 -0.015 0.128
H 2.7399 2.2648 0.7224 -0.108 -0.053 0.077 0.152
```
Positions in Å, forces in eV/Å.

Summary:
* net charge: -1
* HOMO-LUMO gap: 5.617 eV
* HOMO: -3.55 eV



Entry 2:
Molecular formula: C2H9ClSi2
Method: DFT, wB97M-V/def2-TZVPD

```
14
Properties=species:S:1:pos:R:3:forces:R:3:nbo_charge:R:1
C -1.0555 2.2343 0.9740 -1.057 -2.053 -2.316 -1.018
C 0.2435 -0.1584 -0.4111 0.117 0.402 -2.746 -1.077
Si -1.4990 0.7025 -0.1832 2.527 -0.265 0.745 1.042
Si 2.2747 -3.7599 0.2599 0.707 0.592 -1.797 0.565
Cl 3.2577 -3.6130 -1.6598 -0.329 -0.569 1.105 -0.429
H -1.4461 2.1946 1.9354 -1.374 0.181 1.513 0.234
H -0.0359 2.1655 1.1263 2.364 -0.345 0.070 0.230
H -1.1981 3.1219 0.4389 -0.634 1.589 -0.385 0.229
H 0.8243 0.4666 -1.2162 -0.777 -1.236 1.432 0.225
H 0.9074 -0.3180 0.4288 -0.148 0.531 0.540 0.228
H -2.0230 0.9746 -1.6103 0.045 -0.115 1.220 -0.143
H -2.0590 -0.4068 0.6171 -0.977 0.265 -0.169 -0.171
H 1.6735 -2.4009 0.1308 -0.318 -0.110 0.718 -0.141
H 0.1355 -1.2029 -0.8306 -0.145 1.134 0.070 0.227
```
Positions in Å, forces in eV/Å.

Summary:
* net charge: 0
* HOMO-LUMO gap (spin up / spin down): 7.964 / 7.621 eV
* spin multiplicity: 3
* <S²>: 2.00
* HOMO (spin up / spin down): -7.33 / -10.45 eV



Entry 3:
Molecular formula: C2H9Li3N4O3
Method: DFT, wB97M-V/def2-TZVPD

```
21
Properties=species:S:1:pos:R:3:forces:R:3:nbo_charge:R:1
Li -2.2027 0.9217 2.5532 0.195 -0.199 -0.279 0.987
Li 0.7071 1.8045 2.5125 0.515 0.130 -1.579 0.970
Li 0.4082 -1.2968 2.6088 0.089 -0.414 -0.876 0.968
O -0.4986 0.4243 1.8593 -0.642 -0.283 1.559 -1.451
H -0.6171 -0.2939 1.2194 0.200 0.491 -0.280 0.481
C -0.5295 -2.6414 0.0218 -0.030 -0.379 -0.724 0.795
O 0.3100 -2.3589 0.8950 0.003 0.741 0.890 -0.817
N -0.9098 -1.7241 -0.9269 -0.196 -0.075 0.743 -0.833
N -1.0449 -3.8772 -0.0849 -0.090 0.640 0.059 -0.788
H -1.7962 -1.8044 -1.3963 0.124 -0.118 -0.243 0.412
H -0.4805 -0.8140 -0.8985 0.075 -0.063 -0.055 0.405
H -0.6497 -4.6155 0.4708 -0.120 -0.042 0.086 0.434
H -1.7497 -4.0807 -0.7710 0.139 -0.279 -0.117 0.416
C 1.2480 2.5072 -0.5135 -0.342 0.272 -0.704 0.801
O 1.5678 2.4347 0.6780 -0.785 -0.340 1.189 -0.789
N 2.1096 3.0311 -1.4005 -0.018 -0.290 0.095 -0.793
N 0.0148 2.1225 -1.0110 1.011 -0.015 0.232 -0.848
H 3.0225 3.2633 -1.0484 0.054 0.032 -0.100 0.429
H 1.9373 3.0947 -2.3876 -0.044 0.057 -0.007 0.413
H -0.1267 2.0235 -2.0002 -0.149 0.190 -0.011 0.412
H -0.7199 1.8794 -0.3799 0.011 -0.056 0.121 0.394
```
Positions in Å, forces in eV/Å.

Summary:
* net charge: +2
* HOMO-LUMO gap: 8.678 eV
* HOMO: -16.25 eV



Entry 4:
Molecular formula: C2H9N
Method: DFT, wB97M-V/def2-TZVPD

```
12
Properties=species:S:1:pos:R:3:forces:R:3:nbo_charge:R:1
C 1.9725 2.3978 0.0007 1.062 1.389 -0.338 -0.853
H 1.9250 3.1219 0.8302 -0.382 0.001 -0.538 0.214
H 3.0557 2.2289 -0.1119 -0.406 -0.085 -0.301 0.214
H 1.5357 2.7788 -0.9609 0.340 -0.375 1.127 0.218
H 1.5345 1.4989 0.3478 -0.622 -0.939 0.050 0.206
C -1.3162 -1.5436 -0.6295 -2.671 -0.601 -0.561 -0.409
N -0.9388 -1.1876 0.6879 -1.056 -0.123 1.520 -0.829
H -2.3368 -2.1040 -0.5125 1.567 1.171 -0.944 0.181
H -0.6294 -2.2469 -1.0969 0.102 0.053 0.134 0.193
H -1.3704 -0.6264 -1.2296 -0.450 -0.551 -0.532 0.175
H 0.0094 -1.2274 0.7489 3.398 -0.599 0.511 0.341
H -1.0898 -0.2353 0.9422 -0.882 0.658 -0.127 0.349
```
Positions in Å, forces in eV/Å.

Summary:
* net charge: 0
* HOMO-LUMO gap: 10.139 eV
* HOMO: -9.23 eV



Entry 5:
Molecular formula: C2H9N2
Method: DFT, wB97M-V/def2-TZVPD

```
13
Properties=species:S:1:pos:R:3:forces:R:3:nbo_charge:R:1
N 2.9973 -0.1184 0.0997 0.396 -1.057 -1.097 -0.957
C -2.0610 -0.3626 0.4503 0.751 1.382 0.495 -0.626
C -1.0823 0.4302 -0.4876 -1.398 -3.204 1.048 -0.404
N 0.1947 0.4615 -0.0197 -0.369 1.007 -0.432 -0.007
H -1.9368 0.1787 1.3916 -0.368 -0.393 0.297 0.238
H 3.6508 -0.5797 0.7243 -0.324 0.614 0.652 0.399
H 2.1280 0.2070 0.4711 0.267 -0.225 0.966 0.357
H -1.7865 -1.4032 0.6191 0.213 0.093 -0.317 0.257
H -3.1095 -0.2940 0.1681 0.166 0.083 -0.323 0.254
H -1.5147 1.4565 -0.5901 0.538 0.427 -0.396 0.410
H -1.1650 0.0084 -1.5220 0.470 0.806 -0.363 0.339
H 2.8347 -0.8513 -0.5912 -0.148 0.465 -0.343 0.368
H 0.8502 0.8671 -0.7136 -0.195 0.003 -0.187 0.372
```
Positions in Å, forces in eV/Å.

Summary:
* net charge: +1
* HOMO-LUMO gap: 4.913 eV
* HOMO: -14.54 eV



Entry 6:
Molecular formula: C2H9N2O
Method: DFT, wB97M-V/def2-TZVPD

```
14
Properties=species:S:1:pos:R:3:forces:R:3:nbo_charge:R:1
C 1.6255 -2.0895 0.3915 -0.805 0.808 -1.481 -0.206
O 0.6654 -1.1282 0.1346 0.105 -0.502 0.361 -0.997
H 2.6375 -1.6433 0.3957 0.242 -0.135 0.721 0.104
H 1.3874 -2.6796 1.2926 0.480 -0.107 0.141 0.107
H 1.7093 -2.7886 -0.4803 -0.085 -0.345 0.359 0.092
N -1.8355 0.3958 -0.1533 0.469 -0.286 -0.665 -0.912
C -0.9521 1.5397 0.0810 0.524 0.370 0.271 -0.034
N 0.3838 1.4145 -0.4968 -0.229 -0.780 0.193 -0.910
H -2.6490 0.4241 0.4476 0.155 -0.149 0.183 0.326
H -1.2575 -0.4473 -0.0014 -0.350 0.180 0.148 0.417
H -1.4278 2.4439 -0.3229 -0.044 -0.011 0.051 0.130
H -0.8033 1.7090 1.1610 -0.019 0.006 -0.052 0.125
H 0.7437 0.4060 -0.2494 -0.450 1.047 -0.236 0.439
H 0.2799 1.4343 -1.5079 0.006 -0.096 0.006 0.319
```
Positions in Å, forces in eV/Å.

Summary:
* net charge: -1
* HOMO-LUMO gap: 7.591 eV
* HOMO: -2.95 eV



Entry 7:
Molecular formula: C2H9N2O
Method: DFT, wB97M-V/def2-TZVPD

```
14
Properties=species:S:1:pos:R:3:forces:R:3:nbo_charge:R:1
C 1.6500 1.1684 -1.8741 -0.723 -0.287 -1.099 -0.199
O 0.7103 0.8966 -0.8756 1.794 0.864 -1.183 -1.008
H 1.2388 1.0192 -2.9376 -0.029 -0.482 0.699 0.079
H 2.5578 0.4483 -1.8719 -0.676 1.130 0.187 0.092
H 2.0222 2.2723 -2.1576 -0.218 -1.333 1.600 0.073
N 0.0267 -1.5140 0.7849 -1.039 -0.512 0.999 -0.901
C -1.0433 -0.8334 1.5235 -0.422 0.398 -0.483 -0.054
N -1.5956 0.3346 0.6758 0.665 -2.385 -0.245 -0.878
H 0.3499 -2.4556 1.0637 -0.227 1.392 0.040 0.350
H 0.6649 -0.8326 0.4599 1.412 0.399 -0.844 0.410
H -0.8540 -0.2614 2.4924 0.536 -1.024 -0.838 0.132
H -1.6805 -1.6989 1.7468 -0.918 0.766 0.157 0.145
H -1.9733 -0.0537 -0.2286 0.413 0.182 1.239 0.336
H -0.6662 0.6348 0.3165 -0.568 0.890 -0.229 0.422
```
Positions in Å, forces in eV/Å.

Summary:
* net charge: -1
* HOMO-LUMO gap: 7.031 eV
* HOMO: -2.68 eV



Entry 8:
Molecular formula: C2H9N2O
Method: DFT, wB97M-V/def2-TZVPD

```
14
Properties=species:S:1:pos:R:3:forces:R:3:nbo_charge:R:1
C -1.6090 1.2447 1.7074 1.202 -0.726 -0.903 -0.212
O -0.3559 1.4919 1.1993 -0.286 0.420 0.299 -1.016
H -2.4263 1.4638 0.9831 -0.209 0.183 0.163 0.089
H -1.7113 0.1439 1.9055 -0.437 0.060 0.299 0.073
H -1.8322 1.7564 2.6548 -0.241 0.216 0.307 0.092
N 2.1257 -0.8820 -0.8669 -0.032 -0.296 -0.722 -0.881
C 0.7883 -1.0079 -1.4794 -0.246 0.277 0.254 -0.049
N -0.2727 -0.2707 -0.8518 -0.422 0.085 0.161 -0.888
H 2.1874 0.0544 -0.4870 0.086 -0.128 0.338 0.368
H 2.2294 -1.5717 -0.1360 -0.028 0.325 0.275 0.344
H 0.8436 -0.7046 -2.5289 0.086 0.040 0.005 0.148
H 0.4850 -2.0593 -1.4702 0.312 -0.103 -0.058 0.149
H -0.2974 -0.4021 0.1603 0.001 -0.332 -0.056 0.387
H -0.1545 0.7433 -0.7900 0.214 -0.020 -0.362 0.398
```
Positions in Å, forces in eV/Å.

Summary:
* net charge: -1
* HOMO-LUMO gap: 6.621 eV
* HOMO: -2.29 eV



Entry 9:
Molecular formula: C2H9N2O
Method: DFT, wB97M-V/def2-TZVPD

```
14
Properties=species:S:1:pos:R:3:forces:R:3:nbo_charge:R:1
N -2.3630 -0.6761 -1.0021 1.337 -0.201 1.760 -0.822
C -1.1652 -0.0365 -0.3876 -0.745 0.851 -0.176 0.048
O -0.5114 -0.7163 0.7679 -2.316 -0.019 -1.855 -0.744
H -2.0566 -1.6421 -1.1857 -0.511 0.443 -0.123 0.363
H -3.1456 -0.7257 -0.3309 0.506 0.063 -0.472 0.352
H -0.4453 0.0221 -1.1796 0.644 -0.176 -0.181 0.187
H -1.3559 1.0333 -0.0880 -0.255 -1.162 -0.184 0.170
H -1.3047 -0.9038 1.2656 0.070 -0.410 1.000 0.480
C 2.6494 0.7835 -0.1545 3.664 0.106 -3.113 -0.340
N 1.6486 0.7259 0.6646 -4.212 -0.079 3.061 -0.802
H 2.8600 -0.1524 -0.6727 0.430 0.512 -0.070 0.160
H 3.3661 1.6327 -0.1057 -0.600 -1.017 -0.100 0.170
H 1.4441 1.5686 1.1798 -0.183 -0.160 0.061 0.363
H 0.8241 0.0667 0.5885 2.169 1.250 0.393 0.414
```
Positions in Å, forces in eV/Å.

Summary:
* net charge: 0
* HOMO-LUMO gap (spin up / spin down): 5.610 / 11.150 eV
* spin multiplicity: 2
* <S²>: 0.75
* HOMO (spin up / spin down): -5.05 / -10.60 eV



Entry 10:
Molecular formula: C2H9N2O
Method: DFT, wB97M-V/def2-TZVPD

```
14
Properties=species:S:1:pos:R:3:forces:R:3:nbo_charge:R:1
C 0.2057 1.4916 -0.6398 -0.585 -0.092 -2.182 -0.540
N 0.6006 -0.6636 1.2976 -0.743 0.078 -1.058 -0.653
C -0.7232 0.0861 0.9098 -0.320 -0.241 3.078 -0.220
N -0.6540 0.3987 -0.4465 0.821 1.298 1.159 0.121
H 1.1822 1.3728 -0.1420 -0.100 -0.104 0.741 0.330
H 0.3508 1.6825 -1.7058 0.014 -0.167 0.127 0.261
H -0.2961 2.3974 -0.2440 0.093 -0.095 0.560 0.338
H 0.4294 -1.1753 2.1660 -0.273 0.145 -0.001 0.403
H -1.6271 -0.4589 1.2222 0.245 -0.749 -1.050 0.260
H -0.7445 0.8911 1.6622 0.505 0.659 -0.898 0.242
H 0.1395 -1.9125 -2.2699 0.046 0.114 0.221 0.508
H 0.7410 -1.3938 0.5905 0.423 -0.092 0.199 0.398
H -0.1308 -1.0686 -0.9804 -0.145 -0.907 -1.152 0.438
O 0.5264 -1.6474 -1.4200 0.019 0.154 0.256 -0.885
```
Positions in Å, forces in eV/Å.

Summary:
* net charge: +1
* HOMO-LUMO gap: 6.532 eV
* HOMO: -15.82 eV



| no. | total energy (hartree) |
| --- | --- |
| 1 | -205.7475 |
| 2 | -1120.6414 |
| 3 | -548.6541 |
| 4 | -136.3111 |
| 5 | -190.6571 |
| 6 | -266.3284 |
| 7 | -266.2893 |
| 8 | -266.3160 |
| 9 | -266.2429 |
| 10 | -265.9028 |